1.
{
  "formula": "C4H6N2O",
  "method": "ωB97M-V with the def2-TZVPD basis set",
  "species": ["N", "C", "C", "C", "C", "O", "N", "H", "H", "H", "H", "H", "H"],
  "coordinates": [[0.685375, 1.654204, -1.349999], [0.089929, 0.520498, -0.771901], [0.379849, -0.805886, -0.878074], [0.009298, -1.455865, 0.361187], [-0.708648, -0.508874, 1.045015], [-1.193474, -0.545245, 2.305239], [-0.673338, 0.674723, 0.385468], [0.192024, 2.173426, -2.062834], [1.625677, 1.418171, -1.639120], [0.919635, -1.278486, -1.688030], [0.768760, -1.934848, 0.945576], [-1.161534, -1.474269, 2.572273], [-0.933552, 1.562452, 0.775199]],
  "forces_ev_per_a": [[-0.022, -0.046, -0.212], [-0.264, -0.230, 0.053], [0.793, 0.235, 0.108], [-0.447, 0.709, -0.212], [0.773, 0.261, 0.166], [-0.070, -0.101, 0.039], [-0.184, 0.167, 0.008], [-0.100, -0.220, -0.033], [-0.199, 0.245, -0.157], [0.188, 0.215, 0.155], [-0.219, -1.471, 0.016], [-0.122, 0.204, 0.046], [-0.127, 0.033, 0.023]],
  "homo_lumo_gap_ev": 8.34,
  "max_force_ha_per_bohr": 0.02893,
  "smiles": "Nc1ccc(O)[nH]1",
  "relative_energy_kj_mol": 180.6
}


2.
{
  "formula": "C4H6N2O",
  "method": "ωB97M-V with the def2-TZVPD basis set",
  "species": ["N", "C", "C", "C", "N", "C", "O", "H", "H", "H", "H", "H", "H"],
  "coordinates": [[-1.841395, 0.698419, 0.426071], [-0.489046, 0.351446, 0.156780], [0.666902, 1.168533, 0.332790], [1.768983, 0.400507, 0.059209], [1.333114, -0.859025, -0.280564], [-0.033502, -0.881428, -0.226378], [-0.711607, -2.020611, -0.553206], [-2.486788, 0.178774, -0.155615], [-2.006970, 1.678328, 0.230797], [0.670399, 2.212147, 0.619407], [2.821083, 0.642769, 0.082995], [1.909788, -1.652455, -0.505381], [-1.600957, -1.917398, -0.186903]],
  "forces_ev_per_a": [[0.019, 0.071, -0.125], [0.165, -0.129, -0.073], [0.047, 0.019, 0.033], [0.014, 0.068, 0.016], [-0.092, -0.051, -0.027], [0.073, 0.300, 0.083], [-0.213, 0.104, 0.160], [0.001, 0.031, -0.061], [0.025, -0.044, 0.079], [0.035, -0.163, 0.003], [-0.169, -0.043, -0.030], [-0.108, 0.121, 0.012], [0.202, -0.283, -0.069]],
  "homo_lumo_gap_ev": 7.99,
  "max_force_ha_per_bohr": 0.00690,
  "smiles": "Nc1cc[nH]c1O",
  "relative_energy_kj_mol": 103.7
}


3.
{
  "formula": "C4H6N2O",
  "method": "ωB97M-V with the def2-TZVPD basis set",
  "species": ["C", "C", "N", "O", "C", "C", "N", "H", "H", "H", "H", "H", "H"],
  "coordinates": [[-1.181261, 1.154611, -0.171775], [-0.164734, 0.105748, 0.165360], [-0.397410, -1.171717, 0.341937], [-1.760944, -1.471013, 0.129454], [1.239691, 0.449940, 0.147853], [2.118148, -0.765682, -0.198677], [2.080295, 0.126229, -1.055401], [-0.708312, 2.133396, -0.282332], [-1.679497, 0.913678, -1.114235], [-1.930214, 1.202650, 0.622573], [-1.834062, -2.381230, 0.462340], [1.590068, 1.313972, 0.695731], [2.628232, -1.610581, 0.257172]],
  "forces_ev_per_a": [[-0.163, -0.124, 0.279], [-1.255, -1.671, -0.489], [-0.325, 2.085, -0.405], [0.329, -0.178, 0.404], [1.651, -2.047, 0.290], [-0.311, 2.061, 2.287], [0.170, -0.334, -1.579], [0.002, -0.172, 0.082], [-0.051, -0.064, 0.137], [-0.116, 0.039, -0.196], [0.075, 0.428, -0.229], [0.065, -0.071, 0.172], [-0.072, 0.046, -0.753]],
  "homo_lumo_gap_ev": 10.10,
  "max_force_ha_per_bohr": 0.06017,
  "smiles": "C/C(=N\\O)[C@H]1C=N1",
  "relative_energy_kj_mol": 446.3
}


4.
{
  "formula": "C4H6N2O",
  "method": "ωB97M-V with the def2-TZVPD basis set",
  "species": ["C", "O", "C", "C", "C", "N", "N", "H", "H", "H", "H", "H", "H"],
  "coordinates": [[0.318495, -2.171352, 0.648182], [0.534618, -1.354901, -0.497839], [0.073117, -0.108431, -0.353818], [0.192446, 0.940830, -1.314708], [-0.311916, 2.030125, -0.671614], [-0.778148, 1.613669, 0.558014], [-0.506242, 0.282932, 0.744701], [0.765694, -3.134857, 0.411036], [0.784009, -1.740041, 1.542148], [-0.753405, -2.275561, 0.843770], [0.593597, 0.865158, -2.313540], [-0.444274, 3.046174, -1.026263], [-0.467991, 2.006254, 1.429930]],
  "forces_ev_per_a": [[-0.015, -0.265, 0.154], [-0.068, -0.044, -0.229], [-0.072, -0.034, 0.094], [-0.007, 0.006, -0.031], [0.069, -0.127, 0.005], [0.252, -0.194, 0.136], [0.308, -0.385, -0.256], [-0.062, 0.053, 0.040], [-0.025, -0.048, -0.226], [0.144, -0.041, -0.032], [-0.097, 0.046, 0.094], [0.115, -0.175, 0.229], [-0.542, 1.207, 0.022]],
  "homo_lumo_gap_ev": 10.08,
  "max_force_ha_per_bohr": 0.02574,
  "smiles": "COc1cc[nH]n1",
  "relative_energy_kj_mol": 174.6
}


5.
{
  "formula": "C4H6N2O",
  "method": "ωB97M-V with the def2-TZVPD basis set",
  "species": ["N", "C", "C", "C", "C", "O", "N", "H", "H", "H", "H", "H", "H"],
  "coordinates": [[-2.280452, -0.352115, -0.114478], [-0.916427, -0.014232, 0.075873], [-0.250278, 1.156811, -0.324431], [1.109410, 0.869467, -0.359828], [1.247089, -0.478660, -0.009156], [2.383152, -1.195766, 0.179424], [0.075538, -1.080749, 0.234841], [-2.857361, -0.147611, 0.693124], [-2.364448, -1.336605, -0.342020], [-0.738774, 2.090716, -0.571798], [1.916304, 1.559889, -0.580824], [3.131371, -0.640144, -0.069415], [-0.455123, -0.430996, 1.188683]],
  "forces_ev_per_a": [[0.018, -0.134, 0.124], [0.001, 0.255, -0.155], [-0.042, -0.102, 0.068], [0.015, -0.057, -0.021], [-0.252, 0.118, -0.023], [0.152, 0.116, -0.060], [0.158, 0.011, -0.161], [0.083, -0.058, -0.125], [-0.041, 0.125, 0.008], [0.090, -0.136, 0.026], [-0.124, -0.110, 0.050], [-0.048, -0.121, 0.064], [-0.011, 0.093, 0.206]],
  "homo_lumo_gap_ev": 8.84,
  "max_force_ha_per_bohr": 0.00582,
  "relative_energy_kj_mol": 285.8
}


6.
{
  "formula": "C4H6N2O",
  "method": "ωB97M-V with the def2-TZVPD basis set",
  "species": ["C", "C", "C", "N", "C", "O", "N", "H", "H", "H", "H", "H", "H"],
  "coordinates": [[2.003913, 0.468255, 0.079924], [0.578690, 0.164639, -0.211151], [-0.038739, -1.061708, -0.188147], [-1.348988, -0.817473, -0.521961], [-1.478679, 0.534316, -0.440306], [-2.522873, 0.890554, 0.371855], [-0.336461, 1.168296, -0.391710], [2.134849, 1.547077, 0.186505], [2.655869, 0.102102, -0.714517], [2.294511, -0.010909, 1.020524], [0.326902, -2.045148, 0.045691], [-2.156648, -1.407242, -0.397963], [-2.112352, 0.467244, 1.161251]],
  "forces_ev_per_a": [[0.221, -0.003, -0.056], [0.316, -0.240, -0.022], [0.466, -0.222, -0.555], [-0.033, 0.067, 0.433], [0.184, -0.185, 0.150], [-0.364, 0.226, -0.057], [-0.159, -0.256, 0.369], [-0.002, -0.155, -0.039], [0.109, 0.081, 0.072], [0.082, 0.061, -0.157], [0.153, -0.088, -0.377], [0.245, -0.109, 0.106], [-1.217, 0.824, 0.132]],
  "homo_lumo_gap_ev": 8.91,
  "max_force_ha_per_bohr": 0.02870,
  "smiles": "Cc1c[nH]c(O)n1",
  "relative_energy_kj_mol": 193.7
}


7.
{
  "formula": "C4H6N2O",
  "method": "ωB97M-V with the def2-TZVPD basis set",
  "species": ["C", "C", "N", "H", "H", "H", "C", "N", "H", "C", "O", "H", "H"],
  "coordinates": [[-1.085635, -1.050923, -1.384675], [-0.843041, -1.034719, -0.096251], [-0.992374, -0.807497, 1.087047], [-0.750568, -0.031350, -1.846278], [-1.491873, -1.894421, -1.870993], [-0.282074, -0.912559, 1.792422], [-1.203956, 1.636822, -0.044438], [-0.169177, 1.986526, -0.337622], [-2.231133, 1.476253, 0.181905], [2.305972, 0.211636, 0.594690], [1.935889, -0.630307, 1.374811], [3.279770, 0.142907, 0.205773], [1.528197, 0.907638, 0.343606]],
  "forces_ev_per_a": [[1.599, 2.776, -0.170], [-1.121, -0.126, 0.436], [-0.245, -0.140, 0.206], [-0.759, -2.408, 0.264], [-0.146, -0.548, -0.671], [0.614, -0.250, -0.160], [-1.865, 0.521, 0.328], [1.639, 0.643, -0.499], [-0.035, -0.338, 0.129], [-2.037, -0.931, 1.132], [0.404, -0.779, 0.720], [1.591, 0.418, -0.869], [0.361, 1.162, -0.847]],
  "homo_lumo_gap_ev": 9.97,
  "max_force_ha_per_bohr": 0.06238,
  "smiles": "C=C=N.C#N.C=O",
  "relative_energy_kj_mol": 415.0
}


8.
{
  "formula": "C4H6N2O",
  "method": "ωB97M-V with the def2-TZVPD basis set",
  "species": ["H", "N", "C", "O", "C", "C", "C", "N", "H", "H", "H", "H", "H"],
  "coordinates": [[-1.843517, 1.647767, 0.634278], [-1.375591, 0.745966, 0.655436], [-1.446614, 0.177681, -0.472387], [-0.740678, -0.935294, -0.755012], [0.269923, -1.246336, 0.195799], [1.285379, -0.079618, 0.373275], [0.938547, 1.081168, -0.447895], [0.674577, 1.899771, -1.220635], [-1.984948, 0.507966, -1.362426], [0.772068, -2.128635, -0.206430], [-0.187973, -1.497665, 1.156245], [1.361784, 0.199909, 1.426774], [2.277041, -0.372676, 0.022974]],
  "forces_ev_per_a": [[-0.231, -0.188, 0.067], [-0.301, -0.222, -0.313], [-0.274, 0.075, 0.291], [-0.087, 0.076, -0.015], [0.077, -0.069, 0.120], [0.106, 0.006, -0.048], [0.282, 0.723, -0.929], [0.560, -0.517, 0.753], [-0.059, -0.057, 0.190], [-0.099, 0.155, 0.065], [0.089, 0.108, -0.100], [-0.058, 0.090, -0.219], [-0.005, -0.181, 0.140]],
  "homo_lumo_gap_ev": 10.96,
  "max_force_ha_per_bohr": 0.02355,
  "smiles": "[H]/N=C/OCCC#N",
  "relative_energy_kj_mol": 168.8
}